1.
Density functional theory data (ωB97M-V/def2-TZVPD) for a structure of composition C43H33BrI3N9O2Sn.

Total charge: 0
HOMO energy (eV): -7.04

CARTESIAN COORDINATES (ANGSTROEM)
N 1.12371 -1.37561 -1.40807
H 4.03172 -0.64531 -6.87910
H 2.42862 1.30050 0.86786
H 3.24956 -3.56320 5.17477
I 0.31540 -3.63154 6.26680
C 3.29049 3.13192 -1.82325
H -2.46838 3.84954 -3.23577
N 0.50541 1.60711 2.72806
C -1.01961 -2.42162 -1.65620
C 2.08945 0.07519 -6.32860
H 3.37848 -3.02501 -6.65984
H 2.96153 -0.50417 -1.19125
H -2.81007 -3.50918 -2.03400
H -3.08095 -0.06145 -0.41278
C -2.64943 2.99536 -2.59508
C -1.54837 3.04439 3.00127
H 1.35739 1.82364 2.22971
C 0.49227 -2.93366 3.31629
C 2.65783 -2.24039 -6.46590
C -2.49615 -0.80687 6.10042
I -1.37521 0.02403 8.80734
O -1.52113 -1.73337 -0.69837
C 0.78595 -0.24643 -5.98713
H 2.77542 -2.36526 1.08342
C 0.87659 -3.02441 -3.16080
H -1.92000 -4.75005 -3.98782
C -3.56905 2.22830 2.32750
C 0.43100 -1.57456 -5.84858
H -1.54239 4.94781 4.00067
C -1.38355 -0.53625 3.92222
C 3.02556 -0.91113 -6.58562
N 1.04599 -2.59063 2.15682
C -1.78787 -3.36433 -2.35831
H 0.45854 3.70150 2.76997
C -1.42829 -0.16671 6.70935
H -4.00189 5.24341 3.76731
H 0.05725 0.53440 -5.81707
H -5.08472 0.95064 -1.47526
C 2.63297 -3.30193 4.32558
C -1.58012 2.38077 -1.92442
H 2.74239 -3.69280 -4.02185
H 1.85657 3.78980 -3.26887
C 0.93891 2.68388 -1.65138
H -3.31762 -1.19792 6.68395
H 4.13710 3.56400 -2.33938
C 2.02396 3.25960 -2.33947
C -4.10567 1.38440 -1.62064
H 4.43739 2.31972 -0.17928
H -0.58919 -2.92783 3.35380
C -0.34268 0.16462 4.58201
C 3.46145 2.43422 -0.62947
C -3.51747 4.34911 3.39721
Br 2.60199 1.90674 -6.40384
H -4.10296 1.39302 1.88916
H 4.27681 -3.03485 2.96651
C 1.25194 -3.26625 4.42737
C -0.06121 2.85530 3.22802
H 4.10762 -2.06299 -2.76327
C -2.46498 -0.96292 4.73108
H -5.33284 3.36863 2.76996
C 2.34211 1.88319 -0.04770
C 2.39650 -1.26705 -1.71412
C 0.84504 0.64453 3.79215
I -4.01487 -1.96266 3.72860
N -1.75730 1.32605 -1.13632
C 2.37176 -2.63542 2.05027
N 1.10345 1.99609 -0.53125
C -0.00011 -3.85504 -3.92461
N 0.29192 -4.46541 -5.14272
H 1.57787 1.08013 4.48516
C 0.36075 -2.26083 -2.08397
H 1.31411 -0.21736 3.29825
C -4.25384 3.32183 2.82353
C 3.03451 -2.10702 -2.63426
N 1.00432 -3.94629 -6.02773
H -0.58309 -1.83633 -5.57461
O -1.33386 -0.84765 2.66882
C -2.14940 4.19642 3.51030
H 0.45037 0.81791 6.45997
C -1.28523 -4.06548 -3.43829
C 3.20375 -2.99966 3.09821
C 1.37140 -2.59138 -6.05470
C -0.37444 0.32411 5.95961
N -0.32096 2.91637 -2.17063
H 0.09851 2.93528 4.31099
C 2.27344 -2.99474 -3.34383
C -2.99730 0.83845 -1.01259
C -3.92162 2.49802 -2.43023
H -0.32095 3.58668 -2.91888
Sn -0.43194 -0.26636 0.72935
H -4.75832 2.96320 -2.93397
N -2.24204 2.10750 2.37151

Atom charges from the natural (NBO) analysis, given in e for atoms 1 to 6:
1. N -0.448
2. H 0.227
3. H 0.182
4. H 0.231
5. I 0.179
6. C -0.147

=====

2.
Density functional theory data (ωB97M-V/def2-TZVPD) for a structure of composition C43H33F6NO4OsS3.

ΔE to the lowest compared entry with this formula, charge and spin (kcal per mole): 57.2
Total charge: +2
HOMO energy (alpha / beta) (eV): -12.79 / -12.79

CARTESIAN COORDINATES (ANGSTROEM)
H -6.67282 -4.11497 0.31697
C 1.84742 3.45468 -4.74632
F -0.64160 4.75395 -1.05155
C 1.14905 1.72449 2.69943
H -0.19310 -4.57454 0.41167
C -0.81716 -1.46953 -2.35367
C -3.13421 -2.03555 1.23632
S 1.74661 0.39147 0.33276
C -0.27870 -2.34057 -3.23806
C -6.73409 -3.05497 0.57083
C 2.34165 -4.96102 -3.38250
C -1.96123 4.60892 -1.25883
O -0.79706 -0.31445 1.41619
H 3.35082 5.50724 4.04996
C 0.41252 -4.57120 1.30961
C 2.45599 4.92717 4.26733
F -2.15196 4.57303 -2.57973
N 2.05576 3.16965 -2.43577
H -0.61742 -2.36105 -4.26750
H 1.29310 3.26843 -5.65584
H 2.50441 4.59027 5.30315
H 0.38990 0.97961 2.89344
C 1.24368 -5.67903 3.28549
H 2.75070 -5.67702 -4.08281
H 3.74566 -5.45762 -1.81440
C 1.96711 1.63503 1.57070
C 2.99253 4.22073 -4.72958
H 3.01835 -0.18561 2.81940
O -1.95079 2.16882 -1.27989
H 4.59368 5.00908 -3.49130
H 2.51941 -4.55958 4.56565
C 2.95213 2.58123 1.31886
C 1.88784 -3.39318 2.86047
C 0.74933 -3.23582 -2.83154
C 1.24374 -3.17930 -1.50895
H -5.90099 -1.36375 -1.39314
C 2.37298 -3.97155 -1.18192
H 1.28610 -6.57162 3.89547
H 0.89572 -4.20433 -4.75140
H -3.69806 -0.26369 -1.62580
C 2.50228 -1.08071 2.50649
C -4.02620 3.31060 -0.78858
C 2.57449 -2.21636 3.25050
C 3.11962 3.63111 2.20814
H 3.59860 2.45952 0.46137
C -2.90528 -1.21239 0.14022
H -4.45932 2.43872 -0.30243
O 2.90390 0.37627 -0.56679
C 1.15166 -3.40418 1.65412
H 3.61490 4.02392 -1.38726
H 0.70745 2.86106 4.44593
C 2.30674 3.76024 3.32973
H -4.57545 -3.28398 2.19229
Os -0.12026 1.86194 -1.17685
C 2.89660 -4.84575 -2.08939
C 1.33558 2.78291 3.56608
C -0.39418 -1.49763 -0.99489
C 3.18744 3.89982 -2.37040
S -1.34743 -0.40680 0.03616
O 1.57211 2.64907 -1.26214
F -0.72277 2.84287 0.84504
F -2.25555 4.23306 1.55913
C -3.88739 -0.94382 -0.80319
C 1.14428 -2.24543 0.83091
C -2.09540 3.16063 0.82721
H -4.43746 4.21068 -0.33745
S 0.00873 1.87326 -3.38569
F -2.56842 5.67159 -0.75532
C -2.51703 3.29240 -0.64375
C 0.61419 -2.29815 -0.55808
C 1.75569 -1.11846 1.30517
C -5.12406 -1.55518 -0.66324
H 3.14982 -2.21894 4.16846
H -0.12106 -6.54890 1.84207
F -2.69090 2.13284 1.40629
H 1.59205 5.58950 4.18500
C -5.38700 -2.40037 0.41188
C 1.93198 -4.56713 3.65583
H -7.08054 -2.98783 1.60165
H -4.27936 3.29692 -1.84697
C 1.39004 2.90629 -3.55437
C 3.68245 4.43075 -3.52682
H 3.89991 4.36216 2.03080
C 1.30576 -4.15478 -3.74995
H 3.35918 4.66200 -5.64717
H -7.47917 -2.59860 -0.07782
C -4.37741 -2.63153 1.35004
C 0.45477 -5.67141 2.10567
H 2.82723 -3.88730 -0.20441
H -1.59162 -0.77482 -2.66376
H -2.36116 -2.19354 1.97736

Atom charges from the Mulliken analysis, given in e for atoms 1 to 6:
1. H 0.317
2. C -0.875
3. F -0.190
4. C -0.441
5. H 0.577
6. C -2.013

=====

3.
Density functional theory data (ωB97M-V/def2-TZVPD) for a structure of composition C43H34Cl3GeNO2PSSiTi.

Multiplicity: 2
ΔE to the lowest compared entry with this formula, charge and spin (kcal per mole): 3.8
Total charge: -2
HOMO energy (alpha / beta) (eV): 0.28 / -2.05

CARTESIAN COORDINATES (ANGSTROEM)
C 0.52516 3.09466 3.04660
C -3.32373 1.46503 -2.26051
C -2.58420 -2.41078 0.82262
C -1.70037 2.27547 2.70481
H 1.88075 8.12768 -0.71709
H -1.00194 -2.15686 -4.75138
C 0.26072 -4.82630 -2.27935
H 3.91542 -6.52575 2.35854
H 2.52407 4.09069 0.56790
C -1.60055 -3.43650 0.48750
H -1.26617 0.94769 -1.97680
H -4.57097 -2.08135 1.55210
C -2.91967 3.33929 -0.25954
H 2.10446 3.33773 -3.94591
O -1.17634 -0.65360 0.15653
C 2.49344 2.85099 -3.05713
H -0.56923 -4.46420 -5.54779
H 5.21936 2.82678 -1.01943
Cl 3.08320 -2.40742 3.87916
C -0.86521 2.59508 4.94525
H 3.35870 6.38938 0.25393
H 0.62790 -5.57907 -1.59181
C -0.65359 -2.91421 -4.05884
H 2.75108 -3.74957 -0.69247
H -1.31982 -5.54625 0.16600
C 1.73326 1.96067 -2.40665
Ti 0.60369 -0.48467 0.39027
C -0.49381 2.72357 2.16559
C -1.84793 2.54156 -0.66460
H 3.81277 1.37064 0.12428
H 0.74531 1.69800 -2.75821
C 0.01520 -3.53596 -1.81795
C -1.88397 2.21237 4.08396
O -3.19451 -0.12738 1.02368
C 0.34599 3.03737 4.42216
C -4.37869 2.26883 -1.84605
H -0.42883 7.53503 -1.38732
C -0.25872 5.49083 -0.74474
H -0.63172 -1.57298 -2.38488
C 1.51249 7.11838 -0.56932
C 3.15366 -5.92525 1.87521
C -4.20757 -4.16966 1.31606
H 4.47993 -5.15615 0.36655
S 2.16797 -0.61393 -1.47187
N 3.49179 1.72698 -0.76181
C 0.54659 4.50661 -0.16826
C 4.25080 2.60772 -1.45452
H 1.15736 3.31566 5.08650
C -3.27741 -5.16859 0.89460
C 3.82634 3.19437 -2.59351
P 0.07430 -3.05580 -0.02733
C 0.05473 -5.16037 -3.61422
H -1.26788 5.24336 -1.05354
C 2.33785 6.14466 -0.01877
H -3.48293 0.71120 -3.02362
H -2.77822 4.06198 0.53827
C 3.46910 -5.15954 0.75723
H 0.25557 -6.17021 -3.95446
C 1.86715 -5.88917 2.38650
H 1.48720 3.41166 2.65524
C -2.01927 -4.78148 0.49254
C -2.38313 -0.99815 0.71380
H 1.61842 -6.46868 3.26782
C -0.44542 -2.58334 -2.72784
Si 2.54231 -1.36028 2.09876
C 2.16291 1.25165 -1.15089
C 1.18645 -4.34575 0.65568
C 2.49702 -4.37186 0.16030
H -3.55398 -6.21737 0.89229
Cl 3.56956 0.45291 2.65028
Cl 0.36636 -0.77025 2.82112
C -4.17414 3.20965 -0.84542
H -1.00148 2.52459 6.01895
Ge -0.10194 2.67974 0.22864
H -2.48447 1.91062 2.05181
H -5.19728 -4.45940 1.65233
H -0.10551 -5.05164 2.20950
C 1.18113 1.29108 -0.01174
H -5.36204 2.14696 -2.28589
C 1.85876 4.85358 0.17226
H 4.44860 3.90272 -3.11955
C -2.07243 1.60486 -1.67320
C 0.21566 6.78514 -0.94070
C 0.89139 -5.09588 1.78758
H -2.82004 1.83590 4.48119
H -4.99699 3.82982 -0.50687
C -0.40610 -4.20543 -4.50778
C -3.86367 -2.85006 1.26768

Atom charges from the Mulliken analysis, given in e for atoms 1 to 6:
1. C -0.307
2. C -0.557
3. C -0.406
4. C 0.083
5. H 0.345
6. H 0.426

=====

M values, unit g mol⁻¹, following the record order: 1287.12; 1028.16; 914.71.